Entry from the Open Molecules 2025 dataset: 2 unconnected molecules or ions with the total composition C27H18F4N at a distorted geometry (the ωB97M-V functional and the def2-TZVPD basis).

Kohn-Sham gap (eV): 2.8904
HOMO (eV): -9.82
Charge: +1

Each line ends with the Mulliken charge.
Cartesian coordinates (Å):
1 C -2.98 2.39 -3.94  -0.6097
2 C -2.31 1.81 -2.85  -0.7012
3 C -0.92 1.78 -2.89  0.4235
4 C -0.19 2.33 -3.98  0.5512
5 C -0.86 2.90 -5.06  -0.3555
6 C -2.26 2.93 -5.03  -0.7070
7 C 1.21 2.14 -3.69  0.4148
8 C 1.30 1.51 -2.41  0.0888
9 C 2.53 1.12 -1.90  -0.5678
10 C 3.68 1.43 -2.66  -0.6574
11 C 3.60 2.10 -3.89  -0.6836
12 C 2.35 2.45 -4.42  -0.3300
13 N -0.01 1.29 -1.93  0.2117
14 C -0.37 0.77 -0.72  0.1181
15 C 0.38 0.85 0.41  -0.9853
16 H -4.07 2.43 -3.95  0.3846
17 H -2.82 1.38 -1.99  0.2686
18 H -0.27 3.31 -5.88  0.3892
19 H -2.81 3.38 -5.86  0.3699
20 H 2.58 0.59 -0.96  0.5381
21 H 4.67 1.16 -2.27  0.3740
22 H 4.50 2.34 -4.44  0.3739
23 H 2.23 2.95 -5.38  0.3844
24 H -1.39 0.35 -0.69  0.2698
25 H -0.05 0.45 1.33  0.0327
26 H 1.33 1.38 0.45  0.4596
27 F -1.42 -4.93 0.30  -0.2832
28 C -1.94 -3.84 0.97  0.2047
29 C -3.27 -3.50 0.73  -0.5369
30 C -3.75 -2.39 1.43  0.2637
31 F -5.06 -2.02 1.22  -0.2884
32 C -2.98 -1.67 2.31  -0.9382
33 C -1.61 -2.02 2.55  1.2600
34 C -0.89 -1.20 3.46  -0.3898
35 C 0.43 -1.30 3.96  1.2895
36 C 0.81 -0.32 4.93  -0.9378
37 C 2.09 -0.32 5.47  0.2486
38 F 2.42 0.64 6.40  -0.2805
39 C 3.06 -1.26 5.11  -0.5349
40 C 2.67 -2.21 4.17  0.2131
41 F 3.61 -3.16 3.80  -0.2814
42 C 1.41 -2.27 3.60  -0.7828
43 C -1.11 -3.15 1.84  -0.7408
44 H -3.89 -4.07 0.05  0.5177
45 H -3.39 -0.81 2.84  0.4703
46 H -1.48 -0.39 3.89  0.2614
47 H 0.08 0.43 5.23  0.4725
48 H 4.05 -1.25 5.55  0.5140
49 H 1.20 -3.04 2.88  0.6152
50 H -0.08 -3.48 1.96  0.6085

=====

Entry from the Open Molecules 2025 dataset: a molecular structure, C45H55BCaCl7N8O2 (the ωB97M-V functional and the def2-TZVPD basis).

Kohn-Sham gap (eV): 8.0686
HOMO (eV): -5.92
Charge: -1

Each line ends with the Mulliken charge.
Cartesian coordinates (Å):
1 Ca -0.23 -1.53 0.24  2.9742
2 C 0.33 -2.33 -3.38  -0.8473
3 C 1.63 -1.54 -3.53  0.6716
4 C 2.85 -2.45 -3.42  -1.4248
5 C 1.76 -0.36 -2.60  -1.0154
6 C 2.52 0.78 -2.90  -1.2253
7 C 2.40 1.62 -1.82  0.1339
8 C 3.03 2.97 -1.64  1.6319
9 C 2.58 3.93 -2.75  -1.6915
10 C 4.56 2.84 -1.63  -1.7040
11 N 1.61 0.99 -0.91  0.5557
12 N 1.22 -0.23 -1.39  1.8685
13 B 1.01 1.60 0.39  -0.3330
14 N -0.54 1.71 0.34  0.2264
15 N -1.37 0.67 0.60  0.6492
16 C -2.60 1.16 0.68  -0.6891
17 C -2.57 2.55 0.44  -1.1272
18 C -1.25 2.86 0.24  0.6240
19 C -0.64 4.21 -0.03  1.9005
20 C -1.63 5.11 -0.77  -1.7961
21 C -0.19 4.88 1.27  -1.6304
22 C -3.78 0.32 1.05  2.3937
23 C -4.22 0.64 2.48  -1.7354
24 C -4.95 0.52 0.09  -1.5240
25 N 1.51 0.88 1.65  0.2700
26 N 1.19 -0.41 1.97  1.1122
27 C 1.81 -0.69 3.11  -1.1033
28 C 2.57 0.41 3.52  -1.1119
29 C 2.36 1.39 2.58  0.0506
30 C 2.97 2.76 2.58  1.5239
31 C 4.50 2.66 2.48  -1.5287
32 C 2.56 3.53 3.84  -1.7861
33 C 1.73 -1.97 3.89  0.8490
34 C 1.16 -3.16 3.14  -0.4276
35 C 0.96 -1.73 5.20  -1.4940
36 H 0.34 -3.18 -4.06  0.5167
37 H 0.23 -2.73 -2.38  -0.3600
38 H -0.54 -1.71 -3.60  0.0353
39 H 1.64 -1.10 -4.53  0.5595
40 H 2.88 -2.94 -2.45  0.1912
41 H 2.82 -3.22 -4.19  0.4518
42 H 3.78 -1.88 -3.54  0.4084
43 H 3.09 0.95 -3.80  0.6191
44 H 2.72 3.38 -0.68  -0.6987
45 H 2.89 3.55 -3.73  0.3536
46 H 1.49 4.03 -2.76  0.1958
47 H 3.02 4.91 -2.61  0.4564
48 H 4.92 2.44 -2.58  0.3247
49 H 5.03 3.81 -1.47  0.4291
50 H 4.88 2.16 -0.84  0.3450
51 H 1.40 2.72 0.45  -1.2518
52 H -3.41 3.22 0.43  0.4377
53 H 0.23 4.06 -0.67  -1.1025
54 H -2.50 5.33 -0.14  0.3395
55 H -1.16 6.06 -1.02  0.4463
56 H -1.99 4.64 -1.69  0.2763
57 H -1.06 5.05 1.92  0.3662
58 H 0.52 4.27 1.82  0.1101
59 H 0.27 5.85 1.06  0.4131
60 H -3.45 -0.72 1.00  -1.3582
61 H -4.57 1.67 2.55  0.3700
62 H -5.04 -0.02 2.79  0.3971
63 H -3.40 0.49 3.18  0.3445
64 H -5.32 1.54 0.15  0.3253
65 H -4.66 0.33 -0.94  0.2352
66 H -5.77 -0.15 0.35  0.4668
67 H 3.19 0.47 4.40  0.6991
68 H 2.62 3.31 1.71  -0.6814
69 H 4.91 2.12 3.34  0.2795
70 H 4.79 2.12 1.58  0.3004
71 H 4.95 3.65 2.45  0.4304
72 H 2.93 3.02 4.73  0.3979
73 H 2.98 4.54 3.83  0.3868
74 H 1.48 3.60 3.93  0.3359
75 H 2.76 -2.22 4.16  0.4500
76 H 0.15 -2.97 2.79  -0.3201
77 H 1.77 -3.43 2.29  -0.4619
78 H 1.11 -4.03 3.80  0.5607
79 H -0.08 -1.47 4.98  0.1820
80 H 0.97 -2.62 5.82  0.4210
81 H 1.40 -0.91 5.77  0.4250
82 Cl -0.89 -5.12 -1.12  -0.2030
83 C 0.84 -5.00 -0.80  0.3836
84 C 1.33 -3.77 -0.36  0.0184
85 C 2.70 -3.77 -0.17  -0.3872
86 Cl 3.46 -2.27 0.34  -0.1398
87 C 3.54 -4.86 -0.37  0.2475
88 Cl 5.24 -4.77 -0.10  -0.2143
89 C 2.98 -6.06 -0.81  0.2888
90 Cl 3.98 -7.45 -1.08  -0.2303
91 C 1.61 -6.13 -1.03  -0.2588
92 Cl 0.91 -7.61 -1.60  -0.2267
93 C -1.89 2.31 -3.49  -0.9428
94 C -3.21 2.01 -3.79  -1.2396
95 C -3.71 0.77 -3.43  -0.4332
96 C -2.87 -0.12 -2.76  0.6550
97 N -1.62 0.18 -2.44  0.9578
98 C -1.14 1.37 -2.80  0.0537
99 C -3.36 -1.47 -2.37  -0.1092
100 C -4.32 -2.11 -3.15  -1.0424
101 C -4.84 -3.32 -2.72  -0.7886
102 C -4.38 -3.85 -1.52  -1.1615
103 C -3.39 -3.16 -0.83  -1.3437
104 N -2.86 -2.01 -1.25  1.2164
105 H -1.45 3.26 -3.76  0.6284
106 H -3.84 2.73 -4.30  0.3821
107 H -4.74 0.51 -3.63  0.5167
108 H -0.10 1.56 -2.55  -0.2182
109 H -4.65 -1.67 -4.08  0.5608
110 H -5.58 -3.84 -3.30  0.4088
111 H -4.76 -4.78 -1.12  0.5443
112 H -2.99 -3.54 0.10  1.0703
113 Cl -4.06 -2.76 4.77  -0.2062
114 C -3.34 -3.26 3.23  0.2986
115 Cl -2.76 -4.94 3.33  -0.2130
116 C -2.19 -2.32 2.75  -0.0066
117 O -1.84 -1.39 3.46  -0.6614
118 O -1.75 -2.66 1.61  -0.5940
119 H -4.13 -3.25 2.49  0.0998

=====

Entry from the Open Molecules 2025 dataset: a gas-phase ion, C6H12NOS (charge +1) at a distorted geometry (the ωB97M-V functional and the def2-TZVPD basis).

Kohn-Sham gap (eV): 9.8310
HOMO (eV): -12.81
Charge: +1

Each line ends with the Mulliken charge.
Cartesian coordinates (Å):
1 C 1.90 -1.02 1.58  -0.3137
2 C 1.26 -2.17 1.52  -0.2648
3 C 1.64 0.14 0.70  -0.5827
4 C 0.10 -0.51 -0.53  0.0797
5 C -0.67 1.87 -0.89  -0.8596
6 C -2.30 0.05 -0.46  -0.9029
7 N -0.90 0.61 -0.27  -0.1156
8 O 0.41 -0.47 -1.80  -0.4660
9 S -0.16 -2.04 0.35  -0.1450
10 H 2.82 -0.81 2.07  0.3641
11 H 1.45 -3.05 2.13  0.4241
12 H 1.33 1.08 1.27  0.2705
13 H 2.46 0.44 -0.01  0.3581
14 H 0.41 2.14 -0.92  0.3240
15 H -0.99 1.83 -1.91  0.3525
16 H -1.14 2.60 -0.25  0.4179
17 H -2.45 -0.28 -1.51  0.3338
18 H -2.39 -0.72 0.24  0.4458
19 H -3.02 0.85 -0.11  0.3539
20 H -0.80 0.68 0.74  0.4391
21 H 1.03 -1.21 -1.97  0.4869

=====

Entry from the Open Molecules 2025 dataset: C5H6N2O2 in the gas phase at a distorted geometry (the ωB97M-V functional and the def2-TZVPD basis).

Structure (SMILES): C[C@](N)(C#N)C(O)=C=O
Kohn-Sham gap (eV): 8.3150
HOMO (eV): -8.72

Each line ends with the Mulliken charge.
Cartesian coordinates (Å):
1 C 1.17 0.03 -1.17  -1.4435
2 C 0.37 -0.08 0.12  1.2877
3 N 1.11 0.12 1.26  -0.4000
4 C -0.35 -1.72 -0.01  -0.1026
5 N -0.22 -2.86 0.00  -0.5147
6 C -0.98 0.57 0.13  -0.6447
7 O -1.03 1.95 0.20  -0.5250
8 C -1.98 -0.29 -0.09  0.7737
9 O -3.06 -0.75 -0.10  -0.4079
10 H 0.57 -0.29 -2.01  0.3999
11 H 2.07 -0.57 -1.11  0.3908
12 H 1.43 1.08 -1.30  0.4129
13 H 2.05 0.48 1.19  0.2031
14 H 0.64 0.08 2.15  0.2213
15 H -1.78 2.24 0.73  0.3491

=====

Entry from the Open Molecules 2025 dataset: 10 unconnected molecules or ions with the total composition C43H79F18N4O13 at a distorted geometry (the ωB97M-V functional and the def2-TZVPD basis).

Kohn-Sham gap (eV): 1.0888
HOMO (eV): -1.81
Charge: -3

Each line ends with the Mulliken charge.
Cartesian coordinates (Å):
1 C 17.84 17.47 15.19  -1.4009
2 C 17.48 16.12 14.66  -0.1741
3 C 16.28 15.46 15.38  0.6203
4 O 16.01 14.13 15.02  -0.4677
5 C 15.13 13.36 15.97  0.3002
6 N 17.10 16.13 13.23  -0.2966
7 H 15.72 17.56 13.11  -0.1596
8 H 17.86 16.21 12.56  0.0928
9 H 16.66 15.24 13.09  0.0815
10 H 17.03 18.20 15.02  0.0006
11 H 18.67 17.93 14.65  0.4059
12 H 18.15 17.41 16.25  0.3887
13 H 18.25 15.44 14.85  0.9487
14 H 15.40 16.14 15.34  -1.0852
15 H 16.48 15.53 16.47  0.6921
16 H 14.25 13.96 16.21  -0.1021
17 H 15.72 13.22 16.88  0.3656
18 H 14.88 12.43 15.46  -0.3912
19 C 16.15 11.67 10.45  -1.0343
20 C 16.84 12.68 9.46  -0.3902
21 N 16.09 13.91 9.27  0.9403
22 C 16.01 14.96 10.15  -1.1444
23 C 15.49 16.01 9.52  -1.5290
24 N 15.11 15.55 8.27  0.6713
25 C 15.47 14.28 8.14  -0.7771
26 C 14.68 16.20 7.06  -0.9554
27 H 16.73 10.71 10.51  0.4136
28 H 15.09 11.39 10.27  0.4305
29 H 16.06 12.17 11.43  0.1298
30 H 16.98 12.40 8.41  0.3830
31 H 17.85 13.02 9.77  0.0437
32 H 16.45 14.97 11.11  0.8543
33 H 15.31 16.99 9.79  1.1333
34 H 9.81 15.63 8.31  -0.1390
35 H 14.01 17.06 7.08  0.3078
36 H 14.34 15.36 6.40  0.3489
37 H 15.64 16.61 6.64  0.3487
38 C 14.52 19.50 16.22  -1.6245
39 C 14.37 18.17 16.95  -0.3181
40 C 13.21 17.26 16.44  -0.5523
41 N 12.23 16.88 17.57  0.5012
42 C 11.01 16.13 17.00  -0.6411
43 C 10.18 15.27 17.99  -0.3249
44 C 10.53 15.53 19.45  -1.1303
45 C 12.01 15.62 19.71  -0.7835
46 C 12.90 15.85 18.51  0.0104
47 C 11.80 18.15 18.20  -1.0558
48 H 15.15 20.08 16.81  0.5727
49 H 13.57 20.09 16.03  0.2255
50 H 14.95 19.51 15.21  0.0651
51 H 14.22 18.48 18.00  0.5883
52 H 15.25 17.56 16.94  0.4115
53 H 13.59 16.28 16.06  -0.1779
54 H 12.64 17.76 15.63  0.6225
55 H 11.29 15.45 16.14  0.3099
56 H 10.45 16.93 16.47  0.5812
57 H 10.41 14.27 17.74  0.0129
58 H 9.17 15.60 17.87  0.3943
59 H 10.06 14.83 20.11  0.4808
60 H 10.13 16.48 19.74  0.4591
61 H 12.37 14.65 20.07  0.5489
62 H 12.17 16.35 20.54  0.2364
63 H 13.03 14.99 17.85  -0.0851
64 H 13.90 16.24 18.75  0.4621
65 H 11.00 17.90 18.90  0.4371
66 H 11.47 18.77 17.35  0.3157
67 H 12.63 18.58 18.74  0.3695
68 C 20.70 22.85 19.57  0.0233
69 O 21.80 23.11 18.51  -0.3417
70 O 20.95 23.31 20.78  -0.8464
71 C 19.43 23.29 18.81  0.8777
72 F 19.41 22.67 17.60  -0.2704
73 F 18.33 22.87 19.45  -0.2719
74 F 19.24 24.62 18.57  -0.2968
75 C 23.11 23.39 18.95  -0.3185
76 C 23.42 24.91 18.86  -1.1435
77 H 22.99 25.35 17.98  0.2843
78 H 23.12 25.49 19.66  0.3178
79 H 24.51 25.11 18.76  0.3497
80 H 23.90 22.69 18.56  0.3582
81 H 23.12 23.26 20.07  0.1992
82 H 20.64 21.72 19.60  0.0787
83 C 22.40 11.01 16.57  -0.1043
84 O 22.39 11.55 15.15  -0.3710
85 O 23.55 11.17 17.21  -0.8061
86 C 21.09 11.70 17.19  0.7701
87 F 21.31 12.96 17.58  -0.2665
88 F 19.97 11.80 16.36  -0.2363
89 F 20.79 10.89 18.22  -0.2742
90 C 22.08 10.58 14.14  -0.1227
91 C 22.15 11.27 12.77  -1.1317
92 H 21.83 10.58 12.02  0.3947
93 H 21.40 12.11 12.83  0.2198
94 H 23.15 11.74 12.51  0.2706
95 H 21.09 10.20 14.34  0.2123
96 H 22.78 9.84 14.24  0.3709
97 H 21.88 10.02 16.51  0.2221
98 C 14.86 18.75 11.86  -0.0236
99 O 15.00 20.14 11.82  -0.4218
100 O 15.08 18.31 13.16  0.4411
101 C 13.39 18.51 11.39  0.8395
102 F 13.15 18.98 10.15  -0.2874
103 F 13.10 17.21 11.33  -0.2391
104 F 12.54 19.04 12.29  -0.2612
105 C 16.14 20.77 11.28  -0.0866
106 C 17.33 20.90 12.21  -0.8827
107 H 17.42 21.70 13.03  0.2589
108 H 17.62 19.93 12.64  0.0808
109 H 18.17 21.15 11.59  0.4091
110 H 15.77 21.76 11.01  0.2739
111 H 16.35 20.27 10.37  0.2281
112 H 15.56 18.28 11.22  0.2046
113 C 18.43 17.00 8.02  -0.2573
114 O 18.84 16.39 9.39  -0.2044
115 O 17.27 16.61 7.73  -0.5576
116 C 18.74 18.45 8.18  0.7728
117 F 18.27 19.26 7.17  -0.3314
118 F 17.88 18.97 9.16  -0.1900
119 F 19.98 18.83 8.41  -0.2723
120 C 19.54 15.11 9.10  -0.2829
121 C 20.96 15.35 8.73  -1.5311
122 H 21.43 15.98 9.51  0.2697
123 H 21.45 14.40 8.91  0.4895
124 H 21.03 15.62 7.70  0.3516
125 H 18.98 14.51 8.35  0.3263
126 H 19.48 14.48 9.96  0.4183
127 H 19.20 16.74 7.28  0.1826
128 C 13.70 9.16 12.03  0.1231
129 O 14.96 9.10 12.76  -0.4294
130 O 13.65 10.02 11.04  -0.7496
131 C 13.36 7.67 11.65  0.8779
132 F 13.55 6.78 12.63  -0.2734
133 F 12.06 7.64 11.38  -0.2843
134 F 14.11 7.31 10.57  -0.2755
135 C 14.85 9.52 14.08  -0.1556
136 C 16.08 9.03 14.95  -1.3339
137 H 15.93 9.36 15.95  0.3721
138 H 16.13 7.93 14.78  0.3465
139 H 17.05 9.41 14.61  0.2926
140 H 13.91 9.18 14.51  0.2294
141 H 14.71 10.63 14.03  0.3810
142 H 13.10 9.32 12.95  0.1345
143 C 11.92 11.95 17.53  -0.3305
144 O 10.58 11.74 18.02  -0.2528
145 O 12.18 13.29 17.57  -0.5217
146 C 13.00 11.16 18.30  0.7327
147 F 12.79 11.22 19.68  -0.3590
148 F 12.91 9.84 17.97  -0.2903
149 F 14.27 11.47 18.22  -0.2047
150 C 10.09 10.42 17.67  -0.1836
151 C 8.56 10.33 18.18  -1.3764
152 H 7.94 10.96 17.59  0.3409
153 H 8.25 9.33 17.94  0.3923
154 H 8.69 10.51 19.24  0.3756
155 H 10.55 9.59 18.29  0.2471
156 H 9.91 10.19 16.57  0.2096
157 H 12.04 11.64 16.48  0.3344

=====

Entry from the Open Molecules 2025 dataset: a gas-phase ion, C6H12N3 (charge +1) at a distorted geometry (the ωB97M-V functional and the def2-TZVPD basis).

Structure (SMILES): C[N+](C)(C)n1ccnc1
Kohn-Sham gap (eV): 10.0794
HOMO (eV): -12.99
Charge: +1

Each line ends with the Mulliken charge.
Cartesian coordinates (Å):
1 C -0.68 -1.54 0.47  -0.6218
2 N -0.32 -0.14 -0.04  0.2454
3 C -0.74 0.09 -1.44  -0.7371
4 C -0.84 0.92 0.86  -0.9620
5 N 1.11 -0.06 0.03  -0.0314
6 C 1.94 0.64 0.94  -0.0283
7 C 3.23 0.54 0.52  -0.4896
8 N 3.28 -0.24 -0.52  -0.5142
9 C 2.09 -0.61 -0.93  -0.0359
10 H 0.11 -1.98 1.15  0.2936
11 H -1.63 -1.64 0.97  0.3342
12 H -0.73 -2.26 -0.38  0.3750
13 H -0.16 -0.72 -1.94  0.3490
14 H -1.85 -0.10 -1.45  0.3913
15 H -0.52 1.15 -1.64  0.2900
16 H -1.97 0.77 0.97  0.3402
17 H -0.57 1.02 1.91  0.4732
18 H -0.76 2.04 0.51  0.3771
19 H 1.49 1.14 1.82  0.2712
20 H 4.00 1.15 0.89  0.4210
21 H 1.81 -1.14 -1.89  0.2590

=====

Kohn-Sham gap of number 2 (C45H55BCaCl7N8O2)?
8.0686 eV